Entry 1:
Here is a single C3H6Cl2FNO3S2 molecule in a non-equilibrium geometry from OMol25. Energies are from ωB97M-V/def2-TZVPD.

Properties
LUMO	0.23	eV
gap between HOMO and LUMO	10.032	eV
ΔE to the lowest compared entry with this formula, charge and spin	0.480	eV
HOMO	-9.8	eV
E_tot	-60270.5880	eV

```
18
C3H6Cl2FNO3S2 (ωB97M-V/def2-TZVPD)
C -0.249 -0.497 1.068
C 0.332 0.666 -1.043
C -1.973 -1.850 -1.926
N -0.143 -0.561 -0.406
O -0.134 -3.124 -3.768
O 2.099 -2.701 -2.780
O 0.771 -0.796 -3.636
F -2.730 -1.258 -1.001
S -0.281 -2.059 -1.164
S 0.830 -2.188 -3.291
Cl -1.897 -0.897 -3.418
Cl -2.670 -3.444 -2.321
H -0.551 -1.380 1.665
H 0.648 -0.260 1.533
H -1.115 0.262 1.218
H -0.427 1.390 -1.116
H 1.101 1.182 -0.280
H 0.738 0.430 -1.909
```

Atom charges from the Löwdin analysis, given in e for atoms 1 to 4: number 1, C, carries -0.1182; number 2, C, carries -0.0814; number 3, C, carries -1.4145; number 4, N, carries -0.5245

=====

Entry 2:
Here is 2 unconnected molecules or ions with the total composition C3H6Cl2Si in a non-equilibrium geometry from OMol25. Energies are from ωB97M-V/def2-TZVPD.

Properties
LUMO (spin up / spin down)	0.73 / -3.20	eV
gap between HOMO and LUMO (spin up / spin down)	6.177 / 6.439	eV
ΔE to the lowest compared entry with this formula, charge and spin	3.865	eV
HOMO (spin up / spin down)	-5.4 / -9.6	eV
E_tot	-36124.0611	eV
2S+1	3

```
12
C3H6Cl2Si (ωB97M-V/def2-TZVPD)
C -0.741 0.548 -0.821
C -1.220 -0.179 -1.791
C -1.362 -1.086 -2.693
Si 1.383 0.425 2.399
Cl 2.540 0.013 3.874
Cl -0.168 -1.763 -3.702
H -0.486 1.561 -0.664
H -0.534 -0.007 0.027
H -2.448 -1.415 -2.930
H 1.597 1.877 2.478
H 1.523 -0.427 1.194
H -0.083 0.452 2.630
```

Atom charges from the Löwdin analysis, given in e for atoms 1 to 4: number 1, C, carries -0.0321; number 2, C, carries -0.1706; number 3, C, carries -0.6122; number 4, Si, carries 0.0296

=====

Entry 3:
Here is 3 unconnected molecules or ions with the total composition C3H6Cl6 from OMol25. Energies are from ωB97M-V/def2-TZVPD.

Properties
LUMO	0.61	eV
gap between HOMO and LUMO	11.448	eV
ΔE to the lowest compared entry with this formula, charge and spin	0.072	eV
HOMO	-10.8	eV
E_tot	-78342.8375	eV

```
15
C3H6Cl6 (ωB97M-V/def2-TZVPD)
C 0.687 3.623 -0.175
Cl 0.402 4.953 -1.295
Cl 0.216 2.081 -0.991
H 1.744 3.564 0.056
H 0.130 3.777 0.741
C 0.982 -1.436 -1.383
Cl 0.136 -3.009 -1.600
Cl 1.719 -1.356 0.228
H 1.753 -1.433 -2.141
H 0.243 -0.654 -1.463
C -1.623 -2.140 1.513
Cl -1.511 -2.271 3.279
Cl -1.516 -0.460 0.931
H -0.787 -2.672 1.078
H -2.574 -2.566 1.221
```

Atom charges from the Löwdin analysis, given in e for atoms 1 to 4: number 1, C, carries -0.9785; number 2, Cl, carries 0.5054; number 3, Cl, carries 0.4805; number 4, H, carries 0.0249

=====

Entry 4:
Here is 2 unconnected molecules or ions with the total composition C3H6ClFN in a non-equilibrium geometry from OMol25. Energies are from ωB97M-V/def2-TZVPD.

Properties
LUMO	-4.75	eV
gap between HOMO and LUMO	9.437	eV
ΔE to the lowest compared entry with this formula, charge and spin	0.000	eV
HOMO	-14.2	eV
E_tot	-19927.4641	eV
total charge	+1

```
12
C3H6ClFN (ωB97M-V/def2-TZVPD)
C 1.587 1.284 0.557
C 0.530 0.526 0.280
C -2.110 -0.975 0.189
N 0.535 -0.519 -0.774
F -2.677 -1.984 0.789
Cl -3.029 0.366 -0.215
H 1.408 2.001 1.312
H 2.569 1.160 0.064
H -0.395 0.684 0.816
H 0.030 -0.239 -1.558
H 0.020 -1.457 -0.610
H 1.533 -0.846 -0.848
```

Atom charges from the Löwdin analysis, given in e for atoms 1 to 4: number 1, C, carries 0.0925; number 2, C, carries -0.1698; number 3, C, carries -0.5633; number 4, N, carries 0.1531

=====

Entry 5:
Here is a single C3H6ClFN2S molecule in a non-equilibrium geometry from OMol25. Energies are from ωB97M-V/def2-TZVPD.

Properties
LUMO	0.51	eV
gap between HOMO and LUMO	10.164	eV
ΔE to the lowest compared entry with this formula, charge and spin	0.842	eV
HOMO	-9.7	eV
E_tot	-32262.7641	eV

```
14
C3H6ClFN2S (ωB97M-V/def2-TZVPD)
C -0.431 0.030 1.875
C -0.363 -0.713 0.609
C 0.904 -0.541 -0.263
H -1.068 -0.585 2.524
H 0.574 -0.001 2.325
H -0.763 1.062 1.705
H 2.520 -1.345 -0.956
H 1.678 0.582 -1.748
H -0.343 2.507 -1.073
N 1.815 -1.384 -0.217
N 0.951 0.619 -1.078
F -0.459 -2.045 0.866
S 0.827 2.237 -0.487
Cl -1.866 -0.407 -0.414
```

Atom charges from the Löwdin analysis, given in e for atoms 1 to 4: number 1, C, carries -0.0895; number 2, C, carries -0.8250; number 3, C, carries -0.4926; number 4, H, carries 0.0992

=====

Entry 6:
Here is a single C3H6ClFNO3P molecule in a non-equilibrium geometry from OMol25. Energies are from ωB97M-V/def2-TZVPD.

Properties
LUMO	0.55	eV
gap between HOMO and LUMO	9.311	eV
ΔE to the lowest compared entry with this formula, charge and spin	5.086	eV
HOMO	-8.8	eV
E_tot	-35366.4830	eV

```
16
C3H6ClFNO3P (ωB97M-V/def2-TZVPD)
C -0.439 -0.926 -0.429
C -2.437 -0.599 0.891
C 2.507 0.076 -0.474
N 0.074 -0.752 -1.599
O 0.197 -1.453 0.477
O 1.400 2.471 -0.047
O -1.692 -0.518 -0.319
F 2.153 -0.598 -2.914
P 1.799 -1.316 -1.472
Cl 1.711 1.535 -1.181
H -2.224 0.266 1.509
H -2.071 -1.468 1.460
H -3.421 -0.702 0.585
H 2.514 0.033 0.596
H 3.523 0.279 -0.696
H -0.516 -0.593 -2.446
```

Atom charges from the Löwdin analysis, given in e for atoms 1 to 4: number 1, C, carries -0.7609; number 2, C, carries -0.0172; number 3, C, carries -0.5061; number 4, N, carries -0.0739

=====

Entry 7:
Here is 2 unconnected molecules or ions with the total composition C3H6ClIO in a non-equilibrium geometry from OMol25. Energies are from ωB97M-V/def2-TZVPD.

Properties
LUMO	0.29	eV
gap between HOMO and LUMO	9.595	eV
ΔE to the lowest compared entry with this formula, charge and spin	0.992	eV
HOMO	-9.3	eV
E_tot	-25877.4709	eV

```
12
C3H6ClIO (ωB97M-V/def2-TZVPD)
C -1.169 0.141 0.590
C 0.622 1.444 -0.345
C 0.282 0.430 0.436
O 0.145 -2.363 -0.694
Cl 1.517 -0.416 1.296
I 2.630 2.031 -0.765
H -1.217 -0.946 0.868
H -1.729 0.776 1.192
H -1.784 0.324 -0.252
H -0.128 2.089 -0.777
H -0.074 -1.689 -1.280
H 0.905 -1.821 -0.269
```

Atom charges from the Löwdin analysis, given in e for atoms 1 to 4: number 1, C, carries -0.1131; number 2, C, carries -0.6357; number 3, C, carries -0.8627; number 4, O, carries -0.0841

=====

Entry 8:
Here is a single C3H6ClN molecule in a non-equilibrium geometry from OMol25. Energies are from ωB97M-V/def2-TZVPD.

Properties
LUMO	0.93	eV
gap between HOMO and LUMO	10.150	eV
ΔE to the lowest compared entry with this formula, charge and spin	0.419	eV
HOMO	-9.2	eV
E_tot	-17219.6730	eV

```
11
C3H6ClN (ωB97M-V/def2-TZVPD)
C 0.824 -0.018 0.429
C -0.172 -1.063 -0.070
C -0.167 1.098 -0.073
H 0.992 -0.065 1.507
H -0.814 -1.474 0.716
H 0.223 -1.790 -0.792
H -1.898 -0.060 -0.521
H 0.313 1.816 -0.728
H -0.774 1.556 0.702
N -0.924 0.002 -0.797
Cl 2.396 -0.001 -0.374
```

Atom charges from the Löwdin analysis, given in e for atoms 1 to 4: number 1, C, carries -0.6890; number 2, C, carries -0.2305; number 3, C, carries -0.1831; number 4, H, carries 0.0871

=====

> What is the formula in the eighth record?

C3H6ClN

=====

Repeat the sixth record exactly.
Here is a single C3H6ClFNO3P molecule in a non-equilibrium geometry from OMol25. Energies are from ωB97M-V/def2-TZVPD.

Properties
LUMO	0.55	eV
gap between HOMO and LUMO	9.311	eV
ΔE to the lowest compared entry with this formula, charge and spin	5.086	eV
HOMO	-8.8	eV
E_tot	-35366.4830	eV

```
16
C3H6ClFNO3P (ωB97M-V/def2-TZVPD)
C -0.439 -0.926 -0.429
C -2.437 -0.599 0.891
C 2.507 0.076 -0.474
N 0.074 -0.752 -1.599
O 0.197 -1.453 0.477
O 1.400 2.471 -0.047
O -1.692 -0.518 -0.319
F 2.153 -0.598 -2.914
P 1.799 -1.316 -1.472
Cl 1.711 1.535 -1.181
H -2.224 0.266 1.509
H -2.071 -1.468 1.460
H -3.421 -0.702 0.585
H 2.514 0.033 0.596
H 3.523 0.279 -0.696
H -0.516 -0.593 -2.446
```

Atom charges from the Löwdin analysis, given in e for atoms 1 to 4: number 1, C, carries -0.7609; number 2, C, carries -0.0172; number 3, C, carries -0.5061; number 4, N, carries -0.0739

=====

> Look up the ΔE to the lowest compared entry with this formula, charge and spin of the sixth one.

5.086 eV

=====

> Among the records above, which one has the highest E_tot?

C3H6ClN